No. 1
ORCA calculation (ωB97M-V with the def2-TZVPD basis set) on C24H45FMnP2 as an isolated structure at a distorted geometry.

Element x y z (Å)
Mn -0.92590 1.84974 -0.99694
C -2.84596 1.12392 -2.04916
C -1.86323 1.70005 -2.94425
C -0.87876 -0.11397 -1.88640
C -2.22970 0.06257 -1.33220
C -0.75080 0.78081 -3.00299
C -4.25856 1.56121 -1.99539
H -4.29379 2.64737 -1.92029
H -4.80146 1.12537 -1.15423
H -4.79172 1.29404 -2.92549
C -2.81156 -0.63877 -0.15723
H -3.49527 0.06160 0.36543
H -2.01422 -0.97177 0.53794
H -3.40486 -1.51749 -0.43999
C 0.16256 -1.09321 -1.47111
H -0.00988 -2.04141 -2.01959
H 0.11813 -1.31596 -0.39619
H 1.18009 -0.73612 -1.69707
C 0.29885 0.75671 -4.05503
H 0.10573 1.52768 -4.81243
H 0.34362 -0.18891 -4.61885
H 1.29819 0.92256 -3.62904
C -1.98543 3.01271 -3.59700
H -2.86365 3.08423 -4.25685
H -1.06321 3.23610 -4.14126
H -2.10449 3.76133 -2.80175
C 1.70440 1.16010 2.96986
C 1.19987 2.35152 2.63338
C 1.92530 3.60798 2.22988
C 3.39822 3.43514 1.83954
C 3.64441 2.53994 0.64404
C 3.77408 1.20664 0.58359
C 3.66650 0.21043 1.70116
C 3.12301 0.73952 3.05425
H 1.92120 4.32026 3.07289
H 3.91423 3.05094 2.71051
H 1.34632 4.09638 1.41821
H 3.75314 1.53643 3.42777
H 0.99549 0.36751 3.22373
H 0.09928 2.46922 2.64499
H 3.20368 -0.07568 3.78266
H 3.01183 -0.59274 1.33742
H 3.95859 0.72076 -0.38732
H 4.62596 -0.30535 1.91209
H 3.85719 4.41104 1.64322
H 3.60340 3.09352 -0.30947
P -3.12813 -0.72882 2.63752
C -4.87129 -1.19627 2.27309
H -5.45219 -1.41778 3.18010
H -4.88092 -2.06701 1.60379
H -5.34280 -0.35872 1.73883
C -2.45135 -2.26874 3.37973
H -2.93870 -2.52023 4.33371
H -1.37618 -2.10534 3.54664
H -2.56890 -3.09779 2.66962
C -3.28355 0.35059 4.11003
H -3.87005 -0.13041 4.90740
H -3.76318 1.29122 3.80098
H -2.26776 0.57505 4.47071
P 2.20006 -3.01433 -1.70442
C 3.02599 -3.07468 -3.34759
H 3.72310 -3.92174 -3.42755
H 3.57716 -2.13177 -3.47822
H 2.26274 -3.14509 -4.13523
C 3.61997 -3.37393 -0.59322
H 4.20079 -4.24827 -0.92176
H 3.24273 -3.54209 0.42440
H 4.27525 -2.49095 -0.57743
C 1.25245 -4.59076 -1.72400
H 1.88610 -5.47860 -1.87227
H 0.50671 -4.54092 -2.52849
H 0.71755 -4.68343 -0.77033
F -1.13640 3.67685 -0.73112

## Properties
Charge   +1
⟨S²⟩   6.443
HOMO energy (spin up / spin down)   -10.5 / -10.5 eV
Spin multiplicity   5
Maximum force   0.03970 Eh/bohr
E   -78224.7983 eV
HOMO-LUMO gap (spin up / spin down)   4.89 / 6.27 eV

---

No. 2
ORCA calculation (ωB97M-V with the def2-TZVPD basis set) on C24H46BF2N4O7S5Si4Y as an isolated structure at a distorted geometry.

Element x y z (Å)
Y 13.60535 14.07898 12.59941
O 13.79773 17.82963 15.09450
S 14.02700 16.89351 14.01335
O 14.07799 15.42692 14.62643
O 12.98550 16.95213 12.93292
O 15.51116 17.19655 13.51574
S 9.10636 10.82707 16.23640
C 10.28737 11.68440 15.28333
C 9.92949 12.83843 14.62413
C 10.96525 13.55917 14.10072
N 12.27147 13.12695 14.13321
C 12.55634 12.00464 14.82987
C 11.59487 11.21743 15.40189
C 8.48206 9.76580 15.00776
C 7.29524 10.11347 14.39874
C 6.80574 9.25849 13.43236
N 7.46296 8.16564 13.03717
C 8.58103 7.84437 13.66175
C 9.14270 8.59782 14.66310
H 8.88975 13.12150 14.57262
H 10.79200 14.53161 13.64240
H 13.60864 11.73526 14.91413
H 11.89725 10.30143 15.93894
H 6.77636 11.02319 14.68037
H 5.87201 9.43819 12.91588
H 9.04990 6.91097 13.38213
H 10.10221 8.30680 15.13085
O 13.18548 14.36991 10.55098
O 11.87744 14.94778 11.28871
C 16.76705 9.91198 14.99773
N 17.01467 11.24637 14.49888
C 16.46080 12.43012 14.88303
S 16.36647 13.67193 13.68009
N 16.11809 12.66806 16.17942
C 16.25968 11.76521 17.30397
H 16.81060 9.24902 14.14699
H 15.79755 9.84617 15.50534
H 17.57752 9.62548 15.69666
H 17.21581 11.23769 13.49543
H 15.67684 13.54191 16.35789
H 15.53345 10.95431 17.25481
H 16.07051 12.34315 18.22010
H 17.28192 11.33681 17.37295
F 17.17674 17.22464 11.87874
B 15.90921 17.29326 12.16740
F 15.12300 16.64251 11.21309
C 17.16539 11.56504 8.66416
O 16.04249 12.00701 9.48827
C 15.97453 11.44252 10.70561
S 17.01338 10.36974 11.39251
S 14.64667 11.77185 11.77176
H 17.04141 12.12455 7.74156
H 17.11123 10.47130 8.46796
H 18.05644 11.78986 9.21802
C 8.60467 16.58640 12.94867
Si 8.99396 16.20088 11.10994
C 8.46914 14.37521 10.79262
C 7.78098 17.33795 10.11795
Si 11.33729 16.48131 10.64264
Si 11.68254 16.03734 8.44408
C 10.54062 17.31289 7.51790
C 13.47953 16.42803 7.91427
C 11.15439 14.31777 7.83324
Si 11.49067 18.71099 11.16845
C 13.27030 19.36462 11.33062
C 10.68473 19.64358 9.69096
C 10.65374 19.21435 12.77070
H 7.93008 15.77772 13.28074
H 8.02572 17.51257 13.03865
H 9.42284 16.64701 13.65469
H 7.37408 14.32194 11.07094
H 8.92430 13.69512 11.49352
H 8.56962 14.06395 9.74067
H 6.79104 16.87213 10.32060
H 7.91489 17.35368 9.02354
H 7.73854 18.37163 10.48404
H 10.91480 18.33123 7.48276
H 9.50023 17.31128 7.85070
H 10.54709 16.89555 6.49432
H 13.73989 17.47058 8.08065
H 13.47637 16.16944 6.83120
H 14.22870 15.83456 8.43479
H 10.07676 14.20305 7.80197
H 11.60561 13.50331 8.41886
H 11.53263 14.25580 6.78694
H 14.00832 18.83240 10.73053
H 13.62307 19.44969 12.36268
H 13.16576 20.37661 10.90480
H 11.39609 19.98107 8.90128
H 10.29100 20.57208 10.15837
H 9.82762 19.11193 9.26697
H 10.67341 18.46872 13.57537
H 9.63039 19.55517 12.57608
H 11.21589 20.10750 13.13607

## Properties
Charge   -2
HOMO energy (spin up / spin down)   1.3 / 0.0 eV
Maximum force   0.12539 Eh/bohr
E   -138774.3680 eV
Relative energy (zero: lowest compared OMol25 entry of this formula, charge and spin)   736.1 kJ/mol
HOMO-LUMO gap (spin up / spin down)   2.57 / 3.89 eV